# C5H9NO

A 2-piece molecular cluster, C5H9NO overall (the ωB97M-V functional and the def2-TZVPD basis, OMol25).

Summary:
**Net charge**: 0
**Lowest unoccupied orbital energy**: 1.121 eV
**Energy relative to the best compared isomer or geometry (same formula, charge and spin)**: 35.60 kcal/mol
**Highest occupied orbital energy**: -9.7 eV

Positions of all 16 atoms, in Å:
C 1.141 0.262 -0.908
O -1.071 1.649 2.697
C 2.301 -0.487 -0.252
N -1.181 0.432 -0.222
H 3.260 -0.131 -0.642
H -2.788 0.113 1.064
H -2.400 -1.309 0.049
H 1.241 0.202 -2.001
H -3.192 0.128 -0.653
C -0.057 1.636 2.182
H 2.302 -0.341 0.833
C -2.445 -0.208 0.074
H 2.242 -1.564 -0.449
H 1.150 1.323 -0.638
H -0.299 -1.403 -0.590
C -0.202 -0.303 -0.543



# C5H9NO

The molecule C5H9NO (the ωB97M-V functional and the def2-TZVPD basis, OMol25).

Summary:
**SMILES**: CC(=O)[C@@H]1CN1C
**Net charge**: 0
**Lowest unoccupied orbital energy**: 0.978 eV
**Energy relative to the best compared isomer or geometry (same formula, charge and spin)**: 64.77 kcal/mol
**Highest occupied orbital energy**: -9.4 eV

Positions of all 16 atoms, in Å:
C 1.179 -0.518 1.110
C 1.947 -1.250 0.042
C -1.286 1.700 -0.765
H 1.350 -2.082 -0.353
H -0.762 -1.116 -1.091
H -2.162 -0.624 0.130
H -1.793 1.549 -1.730
O 1.579 -0.381 2.247
H 2.143 -0.562 -0.789
C -0.168 0.033 0.737
H -0.688 2.607 -0.821
H 2.885 -1.622 0.458
N -0.417 0.582 -0.561
H -2.051 1.768 0.022
C -1.110 -0.661 -0.185
H -0.645 0.578 1.551



# C5H9NO

The molecule C5H9NO (the ωB97M-V functional and the def2-TZVPD basis, OMol25).

Summary:
**SMILES**: COC(C)(C)C#N
**Net charge**: 0
**Lowest unoccupied orbital energy**: 0.359 eV
**Energy relative to the best compared isomer or geometry (same formula, charge and spin)**: 74.64 kcal/mol
**Highest occupied orbital energy**: -10.7 eV

Positions of all 16 atoms, in Å:
O 0.847 0.139 -0.863
C -1.373 -0.450 -1.118
H 2.331 -0.437 0.454
C -0.519 1.679 0.504
C -0.301 0.064 -0.142
H 2.780 0.667 -0.880
C 2.020 0.430 -0.137
H -0.002 -1.765 0.943
H -1.077 -1.463 -1.429
H -1.278 -0.706 1.597
H -2.362 -0.502 -0.658
N -1.627 1.897 0.199
H 1.845 1.293 0.522
C -0.279 -0.727 1.154
H 0.421 -0.290 1.867
H -1.425 0.173 -2.013



# C5H9NO

A 2-piece molecular cluster, C5H9NO overall (the ωB97M-V functional and the def2-TZVPD basis, OMol25).

Summary:
**SMILES**: Cc1cc[nH]c1.O
**Net charge**: 0
**Lowest unoccupied orbital energy**: 0.746 eV
**Energy relative to the best compared isomer or geometry (same formula, charge and spin)**: 25.61 kcal/mol
**Highest occupied orbital energy**: -8.2 eV

Positions of all 16 atoms, in Å:
H -0.706 -3.477 -5.536
H 1.201 2.309 3.252
H -1.139 0.081 -0.989
C 1.624 1.858 2.350
O -0.994 -2.572 -5.699
H 0.229 -0.724 2.960
H 1.860 2.723 1.743
N -0.701 -0.661 1.041
H -0.317 -1.997 -5.308
C 0.129 1.244 0.309
C 0.074 -0.162 2.050
H -1.094 -1.585 1.037
H 0.508 1.975 -0.390
H 2.557 1.346 2.585
C 0.579 1.043 1.643
C -0.636 0.160 -0.035



# C5H9NO

The molecule C5H9NO (the ωB97M-V functional and the def2-TZVPD basis, OMol25).

Summary:
**SMILES**: C=CON(C)C=C
**Net charge**: 0
**Lowest unoccupied orbital energy**: 1.047 eV
**Energy relative to the best compared isomer or geometry (same formula, charge and spin)**: 113.07 kcal/mol
**Highest occupied orbital energy**: -8.2 eV

Positions of all 16 atoms, in Å:
H -2.312 1.564 -0.269
O 1.246 -0.281 0.451
H 1.392 2.157 0.650
C -1.174 -0.114 0.347
H 0.025 -0.965 -1.026
H -0.325 2.520 0.913
H 2.608 -2.502 0.013
N 0.126 0.518 0.736
C 0.374 1.894 0.366
H -3.250 0.124 0.356
H 0.257 2.066 -0.713
H 1.649 -2.961 -1.484
C 1.097 -1.180 -0.548
C -2.295 0.559 0.113
H -1.227 -1.115 0.764
C 1.807 -2.283 -0.671



# C5H9NO

A 2-piece molecular cluster, C5H9NO overall (the ωB97M-V functional and the def2-TZVPD basis, OMol25).

Summary:
**SMILES**: [H]/N=C1/CC=CCO1.[H][H]
**Net charge**: 0
**Lowest unoccupied orbital energy**: 0.977 eV
**Energy relative to the best compared isomer or geometry (same formula, charge and spin)**: 57.48 kcal/mol
**Highest occupied orbital energy**: -9.8 eV

Positions of all 16 atoms, in Å:
H -1.082 1.761 0.555
N 2.526 0.542 0.521
C 0.842 -1.016 -0.231
O 0.666 1.431 -0.481
H -2.409 0.001 -0.921
H 1.418 -1.458 -1.053
C -0.758 1.393 -0.431
H -1.068 -2.044 -0.706
C -1.347 0.041 -0.691
H -1.243 -0.923 1.641
C 1.386 0.377 0.001
C -0.617 -1.062 -0.578
H -1.032 -1.080 2.338
H 1.069 -1.623 0.652
H 2.746 1.539 0.558
H -1.097 2.120 -1.174



# C5H9NO

The molecule C5H9NO (the ωB97M-V functional and the def2-TZVPD basis, OMol25).

Summary:
**Net charge**: 0
**Lowest unoccupied orbital energy (alpha / beta)**: -0.082 / 0.617 eV
**Energy relative to the best compared isomer or geometry (same formula, charge and spin)**: 108.13 kcal/mol
**Highest occupied orbital energy (alpha / beta)**: -6.3 / -7.4 eV

Positions of all 16 atoms, in Å:
H -2.111 -1.238 0.611
C 0.190 0.990 -0.691
C -1.745 -0.209 0.520
C 0.630 -1.022 0.066
H 1.383 0.305 1.664
H -0.180 1.850 -1.255
C 1.613 -0.098 0.657
H 2.645 -0.463 0.677
H -1.440 0.133 1.518
H 0.531 -2.044 0.423
O -1.014 -0.590 -1.729
C -0.538 -0.254 -0.402
H -0.208 -0.950 -2.132
H 1.364 2.049 0.155
H -2.541 0.432 0.137
N 1.422 1.108 -0.218



# C5H9NO

The molecule C5H9NO (the ωB97M-V functional and the def2-TZVPD basis, OMol25).

Summary:
**Net charge**: 0
**Lowest unoccupied orbital energy (alpha / beta)**: 0.299 / 0.300 eV
**Energy relative to the best compared isomer or geometry (same formula, charge and spin)**: 95.21 kcal/mol
**Highest occupied orbital energy (alpha / beta)**: -6.4 / -6.4 eV

Positions of all 16 atoms, in Å:
C 1.181 0.340 0.287
H 2.269 -0.509 -1.441
H 0.814 0.395 -1.915
H -1.211 1.350 -0.814
H 0.096 -2.021 -1.694
H -1.068 2.115 0.781
C -0.396 -1.189 0.054
C 1.274 -0.202 -1.100
H 1.664 1.292 0.505
H -2.317 0.875 0.504
N 0.367 -1.363 -0.985
C -1.289 1.173 0.267
H -1.124 -1.953 0.326
O -0.411 -0.027 2.119
C -0.236 0.148 0.715
H 0.444 -0.400 2.386



# C5H9NO

The molecule C5H9NO (the ωB97M-V functional and the def2-TZVPD basis, OMol25).

Summary:
**SMILES**: C=C(O)C(=C)NC
**Net charge**: 0
**Lowest unoccupied orbital energy**: 0.861 eV
**Energy relative to the best compared isomer or geometry (same formula, charge and spin)**: 50.26 kcal/mol
**Highest occupied orbital energy**: -7.8 eV

Positions of all 16 atoms, in Å:
C 0.163 0.385 -0.095
H -2.553 -0.574 -1.566
H -0.497 2.190 -1.025
C -2.300 0.104 -0.746
H -1.028 -1.249 0.174
C 1.347 -1.526 1.039
C 1.332 -0.288 0.523
N -1.044 -0.294 -0.157
H 0.480 -2.173 1.056
H 1.257 2.165 -0.510
O 2.495 0.468 0.551
H -2.306 1.123 -1.139
C 0.311 1.637 -0.567
H -3.092 0.034 0.006
H 3.190 -0.053 0.982
H 2.245 -1.947 1.476



# C5H9NO

The molecule C5H9NO (the ωB97M-V functional and the def2-TZVPD basis, OMol25).

Summary:
**SMILES**: C[C@H]1N[C@H]1[C@H]1CO1
**Net charge**: 0
**Lowest unoccupied orbital energy**: 1.091 eV
**Energy relative to the best compared isomer or geometry (same formula, charge and spin)**: 104.79 kcal/mol
**Highest occupied orbital energy**: -8.7 eV

Positions of all 16 atoms, in Å:
H 1.984 1.460 -1.081
H -2.720 -0.943 0.144
H -1.254 -1.380 -0.718
H 0.183 -0.142 2.144
C 1.472 -0.675 -1.026
H 0.749 2.258 0.698
N -0.151 0.627 1.590
C 0.433 1.224 0.442
H -1.381 -1.647 1.028
C 1.262 0.728 -0.705
H 2.353 -0.998 -1.575
H 1.036 -1.407 -0.346
C -1.618 -0.941 0.211
C -1.067 0.488 0.536
H -1.830 1.251 0.430
O 0.550 0.098 -1.771



# C5H9NO

A 2-piece molecular cluster, C5H9NO overall (the ωB97M-V functional and the def2-TZVPD basis, OMol25).

Summary:
**SMILES**: CC(C)=C=O.C=N
**Net charge**: 0
**Lowest unoccupied orbital energy**: 1.022 eV
**Energy relative to the best compared isomer or geometry (same formula, charge and spin)**: 57.05 kcal/mol
**Highest occupied orbital energy**: -8.1 eV

Positions of all 16 atoms, in Å:
H 1.745 0.876 1.007
N -1.313 1.685 -1.334
H 1.541 -1.539 2.165
C -2.437 1.699 -0.747
H -2.711 0.842 -0.130
C 1.480 0.401 0.054
H -3.166 2.515 -0.820
C 0.693 -0.860 0.304
H 2.209 -2.340 0.734
O -1.569 -1.321 -0.624
C 1.287 -1.943 1.177
C -0.499 -1.064 -0.213
H 0.904 1.112 -0.540
H 0.597 -2.779 1.325
H 2.418 0.179 -0.472
H -1.181 2.536 -1.885



# C5H9NO

The molecule C5H9NO (the ωB97M-V functional and the def2-TZVPD basis, OMol25).

Summary:
**SMILES**: C[C@H]1CN(C)C1=O
**Net charge**: 0
**Lowest unoccupied orbital energy**: 0.852 eV
**Energy relative to the best compared isomer or geometry (same formula, charge and spin)**: 64.45 kcal/mol
**Highest occupied orbital energy**: -9.3 eV

Positions of all 16 atoms, in Å:
H -2.853 -1.399 0.767
H 2.281 1.237 0.868
C -2.037 -0.708 1.008
O 0.497 -0.490 1.785
H -0.360 0.970 -1.887
H 1.629 2.247 -0.445
C 0.357 -0.456 0.585
C -0.858 -0.844 -0.219
H -2.417 0.307 1.222
C 2.021 1.250 -0.197
H 2.928 1.069 -0.788
H -0.950 -1.844 -0.672
C -0.004 0.038 -1.421
H 0.435 -0.566 -2.256
N 1.022 0.224 -0.393
H -1.691 -1.037 2.042



# C5H9NO

The molecule C5H9NO (the ωB97M-V functional and the def2-TZVPD basis, OMol25).

Summary:
**Net charge**: 0
**Lowest unoccupied orbital energy (alpha / beta)**: 0.669 / 0.094 eV
**Energy relative to the best compared isomer or geometry (same formula, charge and spin)**: 144.90 kcal/mol
**Highest occupied orbital energy (alpha / beta)**: -8.7 / -7.4 eV

Positions of all 16 atoms, in Å:
N -0.916 1.476 -0.638
H -0.299 -1.030 -2.157
C -0.175 -1.831 0.065
H -0.854 3.257 -0.079
H 0.805 -2.237 0.353
H 1.683 0.979 -1.064
O -0.646 2.425 0.365
H -0.873 -2.671 -0.028
H -1.781 -0.669 0.996
C -0.694 -0.656 0.908
C -0.150 -0.873 -1.092
C 1.277 0.647 -0.106
H 1.282 1.490 0.596
H -0.236 -0.434 1.875
C -0.277 0.319 -0.280
H 1.853 -0.193 0.287



# C5H9NO

A 2-piece molecular cluster, C5H9NO overall (the ωB97M-V functional and the def2-TZVPD basis, OMol25).

Summary:
**SMILES**: CCC(N)=O.C#C
**Net charge**: 0
**Lowest unoccupied orbital energy**: 0.893 eV
**Energy relative to the best compared isomer or geometry (same formula, charge and spin)**: 52.01 kcal/mol
**Highest occupied orbital energy**: -9.8 eV

Positions of all 16 atoms, in Å:
N 1.646 0.349 -1.150
C 1.182 -1.461 1.771
C -1.961 0.345 -0.170
H 2.496 0.845 -0.949
H 1.483 -2.393 1.392
C 0.854 -0.437 2.290
H -2.808 -0.284 -0.443
H -0.474 -1.115 -0.740
H 0.564 0.490 2.671
H -2.207 1.381 -0.378
O 0.441 1.772 0.095
H 1.693 -0.481 -1.713
H -1.775 0.252 0.897
H -0.900 0.025 -2.023
C -0.721 -0.073 -0.950
C 0.485 0.785 -0.600



# C5H9NO

The molecule C5H9NO (the ωB97M-V functional and the def2-TZVPD basis, OMol25).

Summary:
**SMILES**: CC[C@@H](O)CC#N
**Net charge**: 0
**Lowest unoccupied orbital energy**: 0.794 eV
**Energy relative to the best compared isomer or geometry (same formula, charge and spin)**: 26.99 kcal/mol
**Highest occupied orbital energy**: -10.8 eV

Positions of all 16 atoms, in Å:
H -2.240 -0.801 0.700
C -1.985 1.313 0.317
C 2.012 0.185 -0.089
H 0.737 -0.743 1.426
H -2.421 -0.263 -0.984
H 2.282 -0.743 -0.603
H 0.304 -2.123 -0.212
H -0.209 0.379 -1.225
O -0.224 -1.651 -0.869
C -1.862 -0.100 -0.053
C 0.678 0.033 0.646
H 2.840 0.462 0.567
H 0.420 0.970 1.153
N -1.865 2.451 0.488
H 1.913 0.956 -0.863
C -0.380 -0.325 -0.400